Density functional theory data (the ωB97M-V functional and the def2-TZVPD basis) for a structure of composition C28H28N9O4PS2Sr.

Output
Kohn-Sham gap (alpha / beta)   0.1855 / 0.2828 Ha
<S²>   0.765
Max |F|   0.0172 hartree/bohr
Multiplicity   2
Total charge   -1
E_HOMO (alpha / beta)   -3.0 / -5.7 eV
Energy above the lowest of the compared OMol25 structures with the same formula, charge and spin   0.7 kJ/mol

Last column: Löwdin charge in e.
Positions of all 73 atoms, in Å:
Sr  -0.29  -0.17  0.60  1.087
O  3.16  6.26  0.01  -0.046
C  3.79  5.19  0.04  -0.691
O  4.98  4.92  -0.18  -0.043
C  2.93  3.95  0.45  -0.076
C  1.58  4.09  0.73  0.053
C  0.84  2.97  1.09  -0.218
N  1.39  1.76  1.16  0.037
C  2.69  1.62  0.92  -0.208
C  3.50  2.69  0.56  0.054
C  3.23  0.23  1.09  -0.241
C  4.31  -0.23  0.34  -0.023
C  4.74  -1.53  0.53  -0.060
C  4.11  -2.31  1.48  -0.062
C  3.05  -1.77  2.18  -0.145
N  2.60  -0.53  1.99  0.112
C  -0.61  3.06  1.44  -0.225
C  -1.34  4.23  1.26  0.002
C  -2.68  4.27  1.61  -0.050
C  -3.27  3.14  2.14  -0.069
C  -2.50  2.00  2.26  -0.145
N  -1.20  1.95  1.93  0.016
H  1.18  5.09  0.67  0.110
H  4.56  2.59  0.38  0.119
H  4.77  0.41  -0.40  0.115
H  5.55  -1.93  -0.07  0.110
H  4.41  -3.34  1.65  0.107
H  2.52  -2.36  2.92  0.110
H  -0.87  5.11  0.83  0.113
H  -3.25  5.18  1.47  0.110
H  -4.32  3.12  2.42  0.103
H  -2.93  1.08  2.63  0.106
N  1.96  -0.68  -2.29  0.162
C  2.02  -1.85  -1.59  -0.495
N  2.84  -2.77  -2.09  0.143
C  2.81  -3.93  -1.42  -0.498
N  3.69  -4.90  -1.86  0.119
N  2.07  -4.23  -0.38  0.146
C  1.29  -3.22  0.10  -0.323
N  1.26  -1.97  -0.50  0.050
C  0.52  -3.45  1.27  -0.263
C  0.45  -4.77  1.82  -0.042
C  -0.26  -4.99  2.96  -0.102
C  -0.93  -3.90  3.59  -0.107
C  -0.84  -2.67  2.99  -0.193
N  -0.15  -2.41  1.87  -0.053
H  2.66  -0.52  -2.99  0.098
H  1.41  0.09  -1.95  0.026
H  3.98  -4.79  -2.82  0.078
H  3.46  -5.83  -1.57  0.081
H  0.97  -5.56  1.31  0.092
H  -0.33  -5.98  3.39  0.092
H  -1.50  -4.03  4.50  0.083
H  -1.35  -1.82  3.43  0.100
C  -2.30  -0.37  -4.94  -0.083
C  -2.92  -0.90  -3.67  -0.314
O  -3.54  0.17  -2.94  -0.340
P  -2.88  0.59  -1.53  -0.199
S  -3.01  -0.91  -0.25  0.220
S  -1.12  1.40  -1.79  0.269
O  -3.90  1.79  -1.16  -0.348
C  -5.25  1.48  -0.82  -0.313
C  -5.99  2.80  -0.69  -0.073
H  -1.85  -1.19  -5.51  0.076
H  -1.52  0.35  -4.69  0.056
H  -3.05  0.13  -5.55  0.075
H  -2.16  -1.39  -3.05  0.086
H  -3.69  -1.64  -3.88  0.116
H  -5.27  0.92  0.12  0.088
H  -5.70  0.86  -1.60  0.112
H  -5.51  3.42  0.07  0.059
H  -7.02  2.61  -0.40  0.076
H  -5.97  3.34  -1.63  0.080